Record 1
This record from OMol25 describes C23H56CeN4O2P3 as an isolated structure. The level of theory is ωB97M-V/def2-TZVPD.

As for the spin multiplicity: 2. As for the HOMO energy (alpha / beta): -12.46 / -12.48 eV. Its charge is +2. As for the frontier orbital gap (alpha / beta): 0.2672 / 0.2710 Eh.

Each line ends with the Mulliken spin population.
Geometry (Å):
1 Ce 1.04572 -0.46042 -0.43141  1.005
2 P -0.33617 -1.56375 -2.81636  -0.009
3 P -0.22471 3.45413 -0.99742  -0.003
4 N 2.21663 0.75072 -2.34672  -0.010
5 C 1.23506 -1.18464 -3.77692  0.000
6 H 2.07483 -1.78260 -3.38665  0.001
7 H 1.05644 -1.47124 -4.83192  0.000
8 C 1.67880 0.28516 -3.67326  0.003
9 H 2.42709 0.38140 -4.51639  -0.001
10 H 0.85122 0.94237 -3.99644  0.000
11 C 2.20973 2.28658 -2.49299  0.000
12 H 1.73585 2.58387 -3.45973  0.000
13 H 3.26908 2.66195 -2.59586  -0.001
14 C 1.59592 3.22054 -1.41288  0.003
15 H 1.81426 4.24360 -1.75748  0.000
16 H 2.20567 3.06953 -0.50696  0.000
17 C -0.21497 3.67374 0.85228  -0.001
18 C 0.42295 2.46050 1.55805  0.003
19 H 1.45644 2.26697 1.23050  0.000
20 H -0.19691 1.56021 1.44504  -0.002
21 H 0.48117 2.65780 2.63920  0.000
22 C -1.10205 4.88604 -1.68427  0.000
23 C -2.63104 4.73694 -1.56856  0.000
24 H -3.10561 5.44365 -2.25342  0.000
25 H -2.98625 4.94235 -0.55554  0.000
26 H -3.01636 3.75407 -1.85311  0.000
27 C -1.72225 -2.01213 -3.92331  0.000
28 C -2.92069 -2.68623 -3.23490  0.000
29 H -3.74606 -2.69888 -3.95326  0.000
30 H -3.26587 -2.12572 -2.35963  0.000
31 H -2.72570 -3.72148 -2.94845  0.000
32 C 0.09916 -3.06136 -1.79939  0.005
33 C -0.85079 -3.19799 -0.58728  -0.003
34 H -0.47252 -3.98686 0.07826  0.000
35 H -1.85150 -3.49627 -0.93212  0.000
36 H -0.96106 -2.28792 0.03646  0.002
37 C -1.25756 2.08866 -1.61248  0.002
38 C -0.63185 6.26755 -1.17747  0.000
39 H 0.29768 6.22889 -0.58930  0.000
40 H -0.46273 6.90639 -2.05883  0.000
41 H -1.42679 6.73236 -0.57739  0.000
42 C -1.28516 -2.78587 -5.17251  -0.001
43 H -2.17552 -2.96706 -5.78255  0.000
44 H -0.58238 -2.20945 -5.78282  0.000
45 H -0.83824 -3.75444 -4.93437  0.000
46 C 0.17555 -4.37404 -2.60164  0.000
47 H 0.59338 -5.15802 -1.95251  0.000
48 H -0.80830 -4.73354 -2.93275  0.000
49 H 0.83721 -4.29419 -3.47382  0.000
50 C -1.55922 4.01480 1.50724  0.000
51 H -2.34584 3.28915 1.25117  0.000
52 H -1.42168 3.99125 2.60051  0.000
53 H -1.89488 5.02579 1.25204  0.000
54 H 0.46731 4.53694 1.01885  0.000
55 H 1.13340 -2.85795 -1.42855  0.003
56 H -0.82275 4.78397 -2.74663  0.000
57 H -2.08129 -1.02081 -4.26932  0.000
58 O -0.85033 0.95151 -0.94644  -0.001
59 H -1.55849 2.05104 -2.71170  -0.001
60 H -2.35908 2.45537 -1.84840  -0.001
61 C 3.17970 -1.57698 4.42138  0.000
62 N 2.34596 -1.27409 3.24630  0.000
63 C 3.08778 -0.84631 2.03761  0.002
64 P 0.72111 -1.52457 3.13652  -0.002
65 O 0.30744 -1.25694 1.68761  0.007
66 N 0.42649 -3.06887 3.65237  0.000
67 C -0.95947 -3.55770 3.66861  0.000
68 C 1.43641 -4.12720 3.54189  0.000
69 N -0.17087 -0.49022 4.06738  0.000
70 C -1.53967 -0.14212 3.67387  0.000
71 C 0.17086 -0.14026 5.44637  0.000
72 H 3.91213 -0.76611 4.55099  0.000
73 H 3.74599 -2.51529 4.28759  0.000
74 H 2.58256 -1.65021 5.34307  0.000
75 H 2.99549 -1.60613 1.22433  0.000
76 H 2.73365 0.15250 1.69202  -0.001
77 H 4.14724 -0.76164 2.31264  0.000
78 H -1.43940 -3.51586 2.67432  0.000
79 H -0.92769 -4.60101 4.00145  0.000
80 H -1.55790 -2.98348 4.38771  0.000
81 H 0.91297 -5.08293 3.41455  0.000
82 H 2.11824 -3.97347 2.68909  0.000
83 H 2.02668 -4.18147 4.46775  0.000
84 H -2.27674 -0.83698 4.11630  0.000
85 H -1.74454 0.87132 4.04910  0.000
86 H -1.64375 -0.14823 2.57791  0.000
87 H 1.18200 0.29562 5.50736  0.000
88 H -0.55317 0.61901 5.77369  0.000
89 H 0.09249 -1.00329 6.13268  0.000

---

Record 2
This record from OMol25 describes a 2-piece molecular cluster, C34H37FN2O5P overall. The level of theory is ωB97M-V/def2-TZVPD.

As for the HOMO energy: -1.89 eV. Its charge is -1. As for the frontier orbital gap: 0.1102 Eh.

Each line ends with the Mulliken charge.
Geometry (Å):
1 C 1.53188 -1.52919 4.72262  0.034
2 C 1.14517 -0.53712 4.11191  -0.936
3 C 0.81628 0.73084 3.31073  0.704
4 C 1.64362 1.98600 3.62539  -0.617
5 C 1.42921 3.31864 2.92098  -0.569
6 C 0.37428 3.34690 1.83879  -0.355
7 C -0.44000 2.10139 1.53516  -0.013
8 C -0.26314 0.76236 2.27372  0.718
9 C -1.20118 -0.46169 1.91821  -0.446
10 O -1.48462 -1.24446 2.82487  -0.606
11 C -1.73273 -0.54816 0.44179  0.728
12 C -1.87542 0.79174 -0.27835  0.864
13 C -2.38999 0.86869 -1.68486  -1.242
14 C -2.75224 -0.42207 -2.34320  0.046
15 F -3.24469 -0.35727 -3.64595  -0.381
16 C -2.62226 -1.78603 -1.67136  1.085
17 P -3.10353 -3.24666 -2.71941  0.688
18 N -4.61123 -2.99642 -3.18183  -0.731
19 O -3.05368 -4.72368 -1.93027  -0.504
20 O -2.16627 -3.25134 -4.12497  -0.510
21 C -2.12169 -1.85644 -0.23099  -0.134
22 C -2.01438 -3.23766 0.53228  -0.883
23 C -3.43691 -3.79430 0.97574  -0.352
24 C -4.14019 -2.91604 2.11376  -0.732
25 C -4.88215 -1.64157 1.51510  0.467
26 C -4.79881 -0.30383 2.18996  -0.211
27 C -5.42824 0.96437 1.67869  -0.505
28 C -6.19240 0.88722 0.39304  -0.379
29 C -6.32618 -0.43105 -0.32354  -0.554
30 C -5.68337 -1.68364 0.21654  -0.147
31 C -1.51661 2.17656 0.42362  -0.030
32 O -2.07872 3.20097 0.02441  -0.677
33 H 2.01919 -2.39376 5.24266  0.407
34 H 2.43997 1.94176 4.41704  0.367
35 H 2.01305 4.25251 3.18300  0.341
36 H 0.11845 4.27397 1.23609  0.351
37 H -2.48208 1.86272 -2.22217  0.346
38 H -4.63410 -2.93380 -4.21131  0.211
39 H -3.99849 -4.99660 -1.85471  0.358
40 H -1.77485 -4.14388 -4.22662  0.303
41 H -1.49017 -3.95260 -0.18980  0.533
42 H -1.34817 -3.19895 1.44785  0.411
43 H -4.18244 -3.89201 0.13557  -0.066
44 H -3.32866 -4.84229 1.42179  0.356
45 H -3.45863 -2.66856 2.97724  0.149
46 H -4.97795 -3.56798 2.54628  0.475
47 H -4.20057 -0.23513 3.14363  0.217
48 H -5.33161 1.94005 2.24448  0.347
49 H -6.64645 1.83316 -0.02033  0.313
50 H -6.89003 -0.52713 -1.30169  0.330
51 H -5.79805 -2.64558 -0.37620  0.219
52 C 2.35971 1.66631 -2.28894  -1.883
53 C 3.10259 1.03360 -1.09401  1.736
54 C 3.94966 -0.15651 -1.59183  -1.336
55 C 5.17834 0.22380 -2.41543  -0.708
56 C 5.73956 1.60189 -2.06174  -1.395
57 C 5.36785 2.10389 -0.65037  1.797
58 N 3.91045 2.10217 -0.53524  0.369
59 O 3.44886 2.54700 0.67573  -0.693
60 C 5.87127 3.55684 -0.55981  -1.943
61 C 6.11319 1.27303 0.41101  -1.727
62 C 2.05133 0.45136 -0.15772  -1.629
63 H 1.72170 2.49079 -1.96066  0.353
64 H 1.71678 0.93365 -2.79385  0.296
65 H 3.05083 2.06432 -3.03605  0.404
66 H 4.28399 -0.74612 -0.73170  0.355
67 H 3.32853 -0.84276 -2.18115  0.602
68 H 5.94925 -0.54110 -2.27109  0.360
69 H 4.93507 0.20124 -3.48272  0.321
70 H 6.82748 1.59059 -2.19346  0.528
71 H 5.36977 2.31987 -2.80238  0.322
72 H 5.33655 4.20076 -1.26409  0.419
73 H 6.93848 3.61653 -0.80308  0.412
74 H 5.74323 3.97295 0.44259  0.335
75 H 7.19684 1.33633 0.25511  0.402
76 H 5.84756 0.21349 0.38804  0.319
77 H 5.91566 1.63978 1.42112  0.339
78 H 1.44932 -0.30799 -0.67167  0.348
79 H 1.35803 1.21175 0.19706  -0.020
80 H 2.50993 -0.03043 0.71095  0.526

---

Record 3
This record from OMol25 describes one molecule with the formula C4H8O3. The level of theory is ωB97M-V/def2-TZVPD.

The relative energy (zero: lowest compared OMol25 entry of this formula, charge and spin) comes out at 79.0 kJ/mol. As for the HOMO energy: -10.49 eV. Its charge is 0. As for the frontier orbital gap: 0.4160 Eh.

Each line ends with the natural charge from an NBO analysis.
Geometry (Å):
1 C 2.49830 -0.08544 0.51377  -0.265
2 O 1.12952 0.29637 0.68550  -0.502
3 C 0.21149 -0.54602 0.19322  0.773
4 O 0.47239 -1.58924 -0.36505  -0.607
5 C -1.19614 0.03260 0.34150  -0.002
6 C -1.50235 0.93927 -0.84203  -0.621
7 O -2.19792 -0.95559 0.38699  -0.694
8 H 2.70507 -1.01055 1.05617  0.196
9 H 3.09144 0.73328 0.92392  0.198
10 H 2.73068 -0.23279 -0.54380  0.196
11 H -1.24363 0.57101 1.28708  0.198
12 H -0.88412 1.83530 -0.84783  0.215
13 H -2.54326 1.23644 -0.75551  0.227
14 H -1.35992 0.37412 -1.77435  0.211
15 H -1.91156 -1.59876 -0.25957  0.475

---

Record 4
This record from OMol25 describes one molecule with the formula C6H13NO. The level of theory is ωB97M-V/def2-TZVPD.

The relative energy (zero: lowest compared OMol25 entry of this formula, charge and spin) comes out at 166.9 kJ/mol. As for the HOMO energy: -9.23 eV. Its charge is 0. As for the frontier orbital gap: 0.3703 Eh.

Each line ends with the natural charge from an NBO analysis.
Geometry (Å):
1 C -1.26240 -1.33113 0.21475  -0.087
2 O -1.78656 -2.30387 1.17153  -0.748
3 C 0.10256 -0.88964 0.73151  -0.065
4 C 0.90631 -0.15747 -0.33958  -0.448
5 C 0.28870 1.13481 -0.79235  -0.195
6 C 0.90589 2.30299 -0.83417  -0.164
7 C 0.27593 3.57584 -1.35497  -0.637
8 N 0.90335 -2.02819 1.23096  -0.828
9 H -1.13086 -1.83397 -0.74495  0.167
10 H -1.97789 -0.51786 0.27608  0.179
11 H -2.72357 -2.43240 0.95601  0.471
12 H -0.00512 -0.22488 1.59218  0.191
13 H 1.27763 -0.78011 -1.16850  0.209
14 H 1.83838 0.11702 0.17509  0.221
15 H -0.75891 1.11158 -1.10876  0.185
16 H 1.97231 2.39881 -0.65805  0.190
17 H 0.52100 4.38317 -0.67778  0.214
18 H 0.67813 3.79241 -2.35410  0.215
19 H -0.80487 3.50501 -1.45570  0.209
20 H 1.45133 -2.42014 0.47080  0.343
21 H 0.27297 -2.76706 1.52211  0.377

---

| no. | strongest force on any atom (eV/A) | calculated total energy (hartree) |
| --- | --- | --- |
| 1 | 3.94 | -2778.113424 |
| 2 | 4.06 | -2244.401529 |
| 3 | 0.77 | -382.934733 |
| 4 | 1.79 | -366.370332 |